A 2-piece molecular cluster, C2H10NO overall in a non-equilibrium geometry. Source: the OMol25 dataset; level of theory: wB97M-V/def2-TZVPD.

Last column: Löwdin charge in e.
Geometry (Å):
C1 0.38 1.83 -0.69  -0.010
N1 0.77 1.09 0.54  0.135
H1 1.16 1.71 1.25  0.174
H2 -0.04 0.66 1.03  0.141
H3 1.34 0.28 0.31  0.153
H4 -0.67 2.08 -0.72  0.105
H5 0.57 1.20 -1.57  0.102
H6 1.00 2.70 -0.84  0.102
C2 -1.04 -1.97 -0.15  -0.072
O1 -0.40 -1.29 0.99  -0.167
H7 0.40 -1.83 1.10  0.087
H8 -0.70 -3.01 -0.13  0.090
H9 -0.66 -1.55 -1.07  0.070
H10 -2.11 -1.91 -0.06  0.089

The calculation puts the largest force on an atom at 1.2 eV/A. Its total energy is -211.91677 a.u. The value obtained for the HOMO energy is -15.13 eV. As for the orbital gap: 0.4206 Eh. As for the charge: +1. The spin multiplicity is 1.